Entry 1:
Here is C6H4ClIN2 in the gas phase at a distorted geometry from the OMol25 dataset. Energies are from ωB97M-V/def2-TZVPD.

The HOMO energy (alpha / beta) comes out at -5.16 / -9.86 eV. As for the HOMO-LUMO gap (alpha / beta): 5.6 / 7.8 eV. As for the total energy: -29882.78356 eV. The spin multiplicity is 3. The expectation value of S² is 2.0253. Its LUMO energy (alpha / beta) is 0.398 / -2.080 eV. The maximum force is 4.19 eV/Å.

Each line ends with the Löwdin charge.
Positions of all 14 atoms, in Å:
I 3.225 -0.424 -2.934  0.83
Cl -1.739 1.330 -2.308  0.61
N 0.542 0.448 -1.867  -0.06
N 1.249 -0.571 0.887  0.09
C -0.875 -0.392 1.500  -0.08
C 1.739 -0.035 -1.525  -0.80
C 1.661 -0.373 -0.205  -0.15
C -0.533 0.538 -1.215  -0.63
C -1.173 0.386 0.151  -0.15
C 0.311 -0.740 1.886  -0.14
H 0.642 -1.233 2.870  0.14
H -1.592 -0.444 2.229  0.07
H -2.318 0.117 -0.102  0.13
H -1.142 1.393 0.633  0.13

***

Entry 2:
Here is a molecular structure, C39H35N10O2Pb from the OMol25 dataset. Energies are from ωB97M-V/def2-TZVPD.

The HOMO energy comes out at -10.38 eV. As for the HOMO-LUMO gap: 6.4 eV. As for the total energy: -65249.91930 eV. The spin multiplicity is 1. Its LUMO energy is -3.937 eV. As for the charge: +1. The maximum force is 0.45 eV/Å. The energy above the lowest of the compared OMol25 structures with the same formula, charge and spin is 66.6 kJ/mol.

Each line ends with the Löwdin charge.
Positions of all 87 atoms, in Å:
Pb 0.979 -0.760 -0.245  1.27
O -0.752 -0.416 -1.752  -0.23
O -0.632 -1.956 1.817  -0.09
N -1.400 2.693 0.003  0.10
N 3.328 2.073 2.785  0.24
N 1.206 1.898 2.090  0.13
N 1.638 0.515 -2.246  -0.06
N 1.887 2.595 1.133  0.08
N -1.264 1.364 1.958  0.23
N 0.657 0.800 -3.151  0.07
N 1.930 -3.755 -1.635  -0.02
N 3.526 -0.067 -0.399  0.00
N -2.814 -2.343 2.127  0.08
C -4.056 -3.083 1.931  -0.18
C -3.217 2.343 -1.516  -0.04
C 3.901 0.519 -1.542  -0.23
C 0.144 0.846 3.826  -0.09
C 1.088 -0.145 6.216  -0.04
C 2.134 1.633 3.058  -0.19
C -2.682 1.757 -5.506  -0.08
C 3.182 2.681 1.577  -0.22
C 5.238 0.809 -1.794  0.00
C -1.871 1.701 0.744  -0.32
C -3.276 -5.429 1.285  -0.21
C 6.191 0.488 -0.841  -0.04
C 1.991 0.458 5.350  0.02
C -1.642 -2.584 1.506  -0.50
C 3.239 1.519 -3.810  -0.02
C -0.504 0.270 -2.795  -0.47
C -1.821 -5.063 1.010  -0.17
C -1.620 -3.652 0.440  -0.10
C -2.072 3.004 -1.107  -0.11
C -3.856 -0.068 -4.469  -0.07
C -2.766 -0.297 -3.643  -0.04
C 4.122 3.331 0.783  0.03
C -0.264 -0.242 5.888  -0.04
C -0.147 1.422 2.482  -0.16
C 3.708 3.854 -0.416  -0.02
C 1.488 0.946 4.159  -0.09
C -1.631 0.500 -3.744  -0.17
C -3.018 0.983 0.430  0.01
C -3.819 0.967 -5.394  -0.08
C 5.792 -0.107 0.344  -0.04
C -3.694 1.306 -0.729  -0.03
C -3.976 -4.556 2.322  -0.18
C 1.455 3.085 -0.053  0.01
C 2.845 0.845 -2.533  -0.28
C -0.754 0.251 4.685  0.01
C 1.608 -2.717 -1.251  -0.42
C 2.371 3.731 -0.830  -0.02
C 4.442 -0.373 0.512  -0.13
C -1.587 1.519 -4.690  -0.04
H 6.503 -0.383 1.109  0.11
H 7.236 0.695 -1.027  0.12
H -4.670 1.149 -6.037  0.11
H 3.914 0.879 -4.381  0.10
H 4.418 4.364 -1.051  0.12
H 5.531 1.263 -2.728  0.11
H -0.695 2.124 -4.770  0.10
H 5.139 3.396 1.138  0.13
H -3.323 -6.471 1.607  0.11
H -3.708 2.622 -2.437  0.12
H -4.733 -0.697 -4.395  0.11
H -1.225 -5.171 1.921  0.13
H 4.081 -0.863 1.409  0.12
H 2.041 4.135 -1.775  0.12
H -4.809 -2.574 2.532  0.12
H -1.411 -5.772 0.290  0.12
H -4.580 0.758 -1.018  0.12
H -4.993 -4.925 2.468  0.11
H -2.389 -3.443 -0.310  0.13
H -1.802 0.187 4.425  0.12
H -3.469 -4.634 3.288  0.12
H -2.782 -1.090 -2.909  0.11
H -3.835 -5.374 0.344  0.12
H -1.668 3.819 -1.695  0.12
H 1.437 -0.543 7.159  0.11
H 3.763 2.457 -3.617  0.08
H -0.944 -0.710 6.587  0.11
H -3.349 0.193 1.091  0.11
H 3.040 0.544 5.595  0.13
H 0.398 2.964 -0.265  0.09
H -2.756 -1.684 2.890  0.13
H -0.653 -3.587 -0.053  0.08
H -2.648 2.555 -6.235  0.10
H 2.356 1.715 -4.408  0.07
H -4.372 -2.992 0.888  0.12

***

Entry 3:
Here is a molecular structure, C14H14ClNO2Pt at a distorted geometry from the OMol25 dataset. Energies are from ωB97M-V/def2-TZVPD.

The HOMO energy (alpha / beta) comes out at 1.66 / 1.81 eV. As for the HOMO-LUMO gap (alpha / beta): 2.5 / 2.3 eV. As for the total energy: -36091.72605 eV. The spin multiplicity is 3. The expectation value of S² is 2.0209. Its LUMO energy (alpha / beta) is 4.124 / 4.124 eV. As for the charge: -2. The maximum force is 4.35 eV/Å.

Each line ends with the Löwdin charge.
Positions of all 33 atoms, in Å:
Pt -0.219 -0.424 -1.925  0.99
Cl -0.497 0.730 6.871  0.61
O -0.462 0.333 0.250  -0.18
O 0.912 -1.426 0.652  -0.05
N -2.330 -0.699 -1.903  -0.27
C 1.191 1.657 -2.271  -0.22
C -1.080 1.693 -2.842  -0.25
C 0.484 -1.061 3.453  -0.03
C 1.454 -1.695 -2.319  -0.27
C 1.030 0.979 -3.536  -0.30
C -0.310 0.397 5.205  -0.73
C -0.632 1.023 2.885  -0.01
C -0.117 2.098 -1.838  -0.25
C 0.096 -2.261 -2.167  -0.51
C -0.789 1.311 4.246  -0.12
C 0.022 -0.155 2.499  -0.12
C -0.369 0.990 -3.882  -0.25
C 0.319 -0.795 4.809  -0.13
C 0.193 -0.472 1.029  -0.60
H 1.829 0.554 -4.126  0.05
H -1.013 1.718 2.131  0.12
H 2.133 1.866 -1.756  0.07
H -1.272 2.230 4.577  0.09
H 0.680 -1.501 5.547  0.09
H -1.940 -1.375 -0.981  -0.06
H 0.973 -1.963 3.097  0.11
H -0.199 -2.862 -1.342  0.01
H 1.967 -1.946 -1.356  0.02
H -2.140 1.913 -2.822  0.06
H -0.803 0.580 -4.784  0.06
H 1.637 -1.562 -3.418  0.02
H -0.325 2.689 -0.949  0.06
H -0.423 -2.563 -3.037  -0.01

***

Entry 4:
Here is a molecular structure, C5H9ClN2 at a distorted geometry from the OMol25 dataset. Energies are from ωB97M-V/def2-TZVPD.

The HOMO energy comes out at -9.84 eV. As for the HOMO-LUMO gap: 10.2 eV. As for the total energy: -20829.75105 eV. The spin multiplicity is 1. Its LUMO energy is 0.313 eV. The maximum force is 4.73 eV/Å. The energy above the lowest of the compared OMol25 structures with the same formula, charge and spin is 396.0 kJ/mol.

Each line ends with the Löwdin charge.
Positions of all 17 atoms, in Å:
Cl -2.019 -2.584 -1.299  0.68
N 0.585 -2.448 -1.964  0.10
N 0.115 -1.589 -2.746  0.08
C 0.691 -1.073 0.735  -0.08
C -0.124 -0.316 -0.265  -0.47
C -1.380 0.346 0.241  -0.08
C 0.810 0.639 -1.096  -0.05
C -0.574 -1.720 -1.476  -0.87
H 1.581 -1.200 0.290  0.02
H 1.862 0.465 -0.842  0.08
H -1.927 -0.283 0.842  0.04
H -1.758 0.912 -0.741  0.14
H 0.643 0.433 -2.156  0.06
H -1.177 1.121 0.948  0.07
H 0.239 -2.019 1.055  0.09
H 0.711 1.692 -0.921  0.07
H 0.741 -0.397 1.660  0.12

***

Entry 5:
Here is C7H13NOS in the gas phase at a distorted geometry from the OMol25 dataset. Energies are from ωB97M-V/def2-TZVPD.

The HOMO energy (alpha / beta) comes out at -7.42 / -7.58 eV. As for the HOMO-LUMO gap (alpha / beta): 7.4 / 8.2 eV. As for the total energy: -21837.16639 eV. The spin multiplicity is 1. Its LUMO energy (alpha / beta) is -0.026 / 0.597 eV. The maximum force is 4.73 eV/Å. The energy above the lowest of the compared OMol25 structures with the same formula, charge and spin is 506.1 kJ/mol.

Each line ends with the Löwdin charge.
Positions of all 23 atoms, in Å:
S 1.825 1.109 0.295  0.87
O -1.475 -1.151 -0.445  -0.01
N 1.098 0.182 -0.884  -0.32
C -0.174 0.627 -1.281  -0.32
C -2.671 1.031 -0.427  -0.02
C 3.407 0.398 0.634  -0.40
C 0.165 -2.883 0.048  0.01
C -1.379 0.338 -0.274  -0.48
C -0.861 0.673 1.141  -0.08
C -0.303 -1.747 -0.347  -0.18
H -3.526 0.462 -0.054  0.10
H -0.225 1.729 -1.413  0.12
H 4.026 1.085 1.257  0.05
H 3.246 -0.475 1.307  0.04
H 3.914 0.044 -0.265  0.04
H -0.341 0.296 -2.330  0.13
H 1.174 -3.104 -0.211  0.04
H -2.550 1.905 0.153  0.07
H -0.393 1.609 1.107  0.02
H -2.926 1.242 -1.495  0.11
H -1.640 0.484 1.810  0.07
H 0.007 -0.089 1.383  0.09
H -0.399 -3.765 0.291  0.06

***

Question: maximum force of number 4 (C5H9ClN2)?
Answer: 4.73 eV/Å

***

Question: What is the maximum force in the fourth record?
Answer: 4.73 eV/Å